DFT (wB97M-V/def2-TZVPD) results for 13 unconnected molecules or ions with the total composition C83H199N13O21.

Structure (XYZ):
```
316
C83H199N13O21 (wB97M-V/def2-TZVPD)
H 4.813 2.603 -2.074
H 4.072 -5.781 -7.296
C 4.350 5.894 -1.201
C -6.256 0.157 -1.610
H -2.341 3.569 4.109
C 5.062 3.654 -1.925
H 2.383 6.452 3.906
C 2.040 -0.476 5.952
H 2.850 2.524 5.052
H 7.641 -3.246 7.651
C 1.947 3.611 -3.229
H -0.694 4.476 5.734
C 5.641 0.075 3.111
H 6.633 0.647 4.942
C 1.876 6.768 7.304
C 0.832 -1.205 5.382
H -4.933 5.780 -1.318
H 4.822 3.200 0.969
H -4.944 2.741 1.433
N 1.090 0.054 0.095
C 6.874 -2.936 6.941
H 2.962 3.504 -3.611
H 6.071 -2.498 7.533
H 1.102 -2.252 5.244
O -0.605 -0.187 -8.706
H 0.019 7.854 7.043
H -6.466 -2.056 2.921
H 4.364 3.394 7.056
H 0.103 0.784 -2.381
H 1.537 6.207 -3.193
N -6.952 -2.662 0.938
C -2.475 -4.821 -3.420
C -0.317 -0.993 6.297
C 7.364 -1.811 5.942
H -0.503 1.591 2.013
O -1.016 -4.246 1.803
H -0.698 -3.098 -3.253
H 1.763 2.548 -3.079
H -5.616 -4.877 1.881
C 3.087 -2.325 7.344
C 6.661 -0.191 4.246
O 3.082 -4.818 -1.283
N -0.313 -6.880 1.095
H 1.533 -1.991 9.623
H 2.821 -2.401 -6.872
C -0.365 -5.841 0.037
H 0.491 -6.067 -0.599
H -1.082 -3.205 7.498
H -5.165 -4.162 3.433
H 0.049 0.603 -11.188
H 2.022 3.417 -9.886
O 3.832 4.275 5.233
H 2.569 -6.463 -0.389
H 4.942 5.741 7.036
H -1.702 4.206 -4.412
H 2.687 8.058 4.519
H 5.344 6.028 -1.626
N 2.749 4.018 -0.835
H -0.298 -0.908 -2.127
C -2.251 -9.510 3.652
H 1.611 0.845 -0.256
H -6.702 3.090 -6.183
H 1.819 4.415 2.236
C 3.492 0.156 7.800
O 2.601 2.716 -0.368
C -0.084 -4.502 0.720
C 5.135 -0.198 0.892
C 4.218 4.398 -0.870
H -3.766 -0.611 -9.212
H -0.140 -1.020 -8.600
N 3.193 6.664 6.777
H 2.289 2.860 0.529
C 4.766 4.234 0.630
C -3.842 1.527 3.720
H -1.326 -9.541 4.229
C -3.191 -2.197 -0.020
H 0.647 -3.384 7.545
H 2.908 -0.689 5.328
O -3.675 -2.005 -7.578
H 5.746 4.713 0.635
H 5.088 4.119 -2.910
O -1.339 -4.846 -2.515
H 3.026 -2.871 6.402
H 6.109 3.583 -1.632
H 4.825 0.845 0.961
C -4.211 1.939 1.349
H -7.037 -2.236 -2.225
O -3.316 1.941 2.475
H -1.756 1.297 -6.964
H 5.739 -5.937 6.483
C -0.092 -1.323 7.767
H 1.674 7.886 3.238
C -5.889 -4.123 2.620
H 7.691 -0.295 3.906
O 6.403 -4.142 6.293
C -3.264 4.668 -2.927
C -1.242 -0.627 8.591
H 4.434 -0.037 7.287
H 0.804 1.922 9.090
H 4.199 4.754 1.402
C -0.585 -8.209 0.595
H -0.763 1.148 0.080
H -1.388 -2.949 3.400
C -0.544 0.109 -1.820
H 3.451 -4.049 -3.622
H -5.264 4.008 -4.381
C -0.814 -9.141 1.735
C 0.616 1.786 -9.536
H -6.359 -0.572 -0.806
H 4.364 -6.150 -0.368
H -3.720 1.974 0.376
C 0.542 1.451 2.292
C -0.972 3.423 5.681
H -4.607 -7.199 -1.925
O -1.871 0.332 -2.150
H -0.866 -0.065 6.136
C -6.677 -2.326 -4.380
H -3.664 -7.394 -3.209
H -1.845 -0.165 -4.210
H 5.699 1.155 2.975
H -1.091 -1.674 5.944
N 0.367 0.773 -8.465
C 3.923 5.495 7.334
O -4.183 -2.961 0.664
H -3.005 -2.730 -0.953
H -5.062 1.347 -9.008
C -6.390 -1.803 -2.988
H -3.355 0.200 -3.519
H -1.195 -0.951 9.630
C -3.654 -6.813 -2.286
H -0.214 4.582 -2.449
H -5.922 4.385 -0.932
H -3.022 -1.689 -5.773
H -0.864 -10.132 1.285
C -0.744 -3.038 2.525
H -0.087 4.802 -0.736
C 0.418 1.213 -6.999
C -0.180 -2.812 7.966
H 4.245 -0.827 0.936
C -0.904 1.884 -6.621
H 5.494 -0.290 -0.133
H -4.941 3.099 -8.900
H 2.793 -2.901 8.222
C 2.422 -0.904 7.380
C -4.773 -2.137 1.666
H 3.308 -4.421 -8.238
H -3.476 5.696 -3.219
H -0.104 3.039 5.146
H 7.561 -0.935 6.560
H -4.109 -1.986 2.517
H -1.055 2.034 -5.552
C -0.244 -4.057 -3.005
C 3.216 -2.627 -2.302
C 1.140 0.172 1.609
C 3.442 6.389 -2.386
H 3.816 6.076 -3.361
H 1.184 1.852 -11.578
H -6.855 -4.494 2.963
H 1.509 2.739 -5.772
H -2.658 -3.772 -3.652
C 0.835 2.990 8.872
H 1.747 0.369 -10.761
H -3.037 1.265 5.747
H 0.936 -4.462 1.102
H -3.197 3.505 -6.127
H 4.405 -2.328 -6.123
C 3.730 -3.596 -1.192
H 0.268 -4.572 -3.817
H -6.943 0.967 -1.364
H 1.460 6.594 -1.596
H 0.635 -0.709 4.431
C -0.855 3.123 7.169
N -3.540 3.915 -5.271
H 1.297 3.856 -4.069
H 3.028 1.119 7.586
H 4.625 2.417 5.023
C 3.889 -4.708 -7.362
C -4.903 4.703 -1.154
H 0.118 -8.997 2.282
H 4.651 -0.226 3.454
H 2.780 2.016 -9.167
O -4.425 4.051 -2.324
H -1.169 0.459 8.542
H 0.441 -3.853 -2.182
H 0.252 -3.113 2.962
H -2.426 2.897 -3.607
C 3.366 -5.740 -0.213
H 3.720 5.411 8.401
C 0.945 1.105 -10.821
H 1.838 3.356 9.089
H 3.543 7.474 -2.370
H 2.981 6.559 5.795
O -2.043 -8.808 2.463
H -2.326 -5.229 -4.420
H -5.306 -1.162 -8.595
H -5.081 -1.187 1.228
H 0.365 3.979 1.251
H -1.082 -6.638 1.703
H -5.519 4.220 -6.853
H -4.858 -5.670 -4.320
H -6.515 -3.219 0.217
N 1.201 -0.800 8.225
H 2.203 0.155 1.846
H 4.773 -3.822 -1.412
H -1.071 2.079 7.396
C 1.830 4.389 -1.932
H 3.777 3.043 3.602
H 0.053 3.209 -1.241
C 1.616 2.137 -6.674
C 6.004 -5.124 7.160
H 1.110 0.326 -5.091
H -2.216 -0.953 8.225
H -4.741 2.306 -4.745
H -7.008 -3.364 -4.402
C 1.997 5.909 -2.251
N 6.326 -1.400 5.014
H -5.536 -2.817 -6.150
C -5.644 3.234 -6.405
H 0.110 3.549 9.464
H 0.284 -8.576 0.048
C -0.611 2.778 -9.838
C -6.085 -2.665 2.101
H -0.930 -0.647 0.048
H -2.430 4.742 -2.229
H 1.880 0.599 5.871
C -3.712 -5.288 -2.616
C 1.775 3.225 -7.720
H -1.513 3.689 7.828
H 4.157 -2.217 7.519
C -5.047 -1.026 -5.749
C -3.706 -1.190 -6.459
H -0.129 -3.747 -0.065
H 3.187 -5.180 0.705
H -5.849 -0.596 -6.348
H 6.817 -5.337 7.853
H 2.643 3.880 -7.638
H -0.019 -0.729 -5.944
H 1.879 -3.002 -4.666
H 1.940 7.209 8.298
H 0.417 1.412 3.374
H -4.319 4.434 -0.274
H -4.840 -0.289 -4.974
O 0.463 3.284 7.510
C 3.696 4.179 6.703
H 1.534 -0.578 -6.545
H -0.523 3.273 -10.805
C 2.808 -2.431 -4.671
H -7.508 -1.777 -4.822
H -7.789 -3.195 1.126
C 1.880 2.631 -9.145
H -1.344 -5.783 -0.440
N 3.524 -3.042 -3.604
H 2.512 1.525 -6.571
C -4.816 3.331 -5.109
C 0.945 7.693 6.492
H -4.336 -2.202 -9.628
H 5.792 -2.103 4.524
O -6.586 -0.399 -2.931
H -1.878 1.105 4.536
H -3.449 -1.150 -0.175
H -2.616 -10.514 3.436
H -2.204 -2.217 0.443
O 1.460 2.464 1.971
H -2.922 -8.921 4.276
H 3.671 -3.221 -0.170
H -0.879 3.403 -8.986
H 3.672 0.194 8.875
H -0.277 -3.067 9.021
C -5.449 2.225 -8.492
H -3.358 -0.201 -6.758
H -4.107 0.476 3.598
H 4.206 6.595 -0.378
H -6.513 2.362 -8.682
H 8.292 -2.148 5.480
C 3.763 2.997 4.691
H 1.137 8.765 6.511
C -4.287 -1.481 -8.812
H -5.080 -4.253 -3.769
H 2.713 3.768 6.933
H 0.243 3.936 3.030
H 5.145 -4.736 7.707
C -2.431 -0.337 -3.307
C 3.421 -2.792 -6.050
O 0.779 7.263 5.106
H 3.679 -1.659 -2.110
H -5.265 0.610 -1.629
H 0.905 3.882 -7.728
H -1.322 -8.125 -0.203
O 3.369 -4.193 -6.178
H -5.346 -1.952 -2.710
H -4.774 1.006 1.329
H -1.056 2.898 -6.991
N -4.952 -5.196 -3.433
C 0.912 3.813 2.179
N -5.500 -2.355 -5.252
C 0.310 4.217 -1.566
H 2.550 -1.373 -4.623
H -4.715 2.131 3.968
H 4.878 -4.275 -7.513
O 6.067 -0.464 1.863
H -1.547 2.221 -9.814
C -2.691 1.764 4.843
H 1.317 5.832 7.308
C -0.358 0.212 -0.303
C 1.896 7.388 4.182
H -2.675 -1.394 -3.194
H 2.141 -2.472 -2.210
H -3.859 -4.711 -1.703
H -0.735 -2.269 1.752
N -2.281 3.156 5.029
H -2.830 -7.120 -1.641
O 1.507 -1.035 9.540
C -2.676 3.847 -4.080
H 0.768 -0.707 2.136
C 0.756 0.026 -6.078
O -5.104 2.203 -7.138
```

Values from the calculation:
- Orbital gap: 8.7 eV
- LUMO level: 0.48 eV
- F_max: 3.45 eV/A
- Calculated total energy: -5572.8909 Eh
- Total charge: 0
- E_HOMO: -8.196 eV